Record 1
{"formula": "C3H9NO", "method": "wB97M-V/def2-TZVPD", "lumo_energy_ev": 1.1, "largest_force_ha_per_bohr": 0.01318, "charge": 0, "de_lowest_ev": 1.433, "species": ["C", "C", "O", "H", "H", "H", "H", "C", "N", "H", "H", "H", "H", "H"], "xyz": [[4.5221, -2.0369, -2.7895], [3.3982, -1.1206, -3.1843], [3.0753, -0.1642, -2.5303], [5.4629, -1.6710, -3.1947], [4.3842, -3.0471, -3.1642], [4.5871, -2.0423, -1.6999], [2.8277, -1.4368, -4.0854], [-4.4804, 1.8161, 2.6177], [-3.4716, 1.6459, 3.6646], [-5.2156, 1.0178, 2.5753], [-4.0191, 1.7825, 1.6196], [-4.9960, 2.7623, 2.7450], [-3.5272, 0.7654, 4.1601], [-2.5476, 1.7290, 3.2662]], "forces_ev_per_angstrom": [[0.01, 0.03, 0.27], [-0.17, -0.43, 0.23], [-0.01, 0.01, -0.29], [0.12, 0.13, -0.05], [-0.13, -0.08, -0.06], [0.13, -0.01, -0.10], [0.06, 0.34, 0.00], [0.39, -0.27, -0.48], [0.04, -0.02, 0.06], [-0.15, -0.11, 0.38], [-0.10, 0.27, 0.18], [-0.14, 0.12, -0.09], [-0.06, 0.08, -0.21], [0.03, -0.08, 0.17]]}



Record 2
{"formula": "C3H9NO", "method": "wB97M-V/def2-TZVPD", "lumo_energy_ev": [0.5, 0.7], "largest_force_ha_per_bohr": 0.08404, "charge": 0, "de_lowest_ev": 5.787, "species": ["C", "C", "C", "N", "O", "H", "H", "H", "H", "H", "H", "H", "H", "H"], "xyz": [[-1.0844, 0.4842, -0.6726], [-0.4557, -0.2793, 0.5183], [0.2504, -1.4355, -0.0646], [2.2605, 0.7657, 0.1519], [2.2836, -0.4395, -0.4227], [-0.4278, 0.8322, -1.3432], [-1.6108, -0.2259, -1.1285], [-1.7028, 1.1727, -0.2553], [-1.1967, -0.5787, 1.2394], [0.0683, 0.4817, 1.0902], [0.4621, -2.2851, 0.4741], [0.2221, -1.7323, -1.0560], [2.2714, 0.8171, 1.1988], [1.6889, 1.5015, -0.2317]], "forces_ev_per_angstrom": [[0.66, -1.37, 4.03], [-0.08, 0.34, -1.77], [1.10, 1.67, 1.20], [0.71, -0.97, 1.08], [-1.25, 1.29, 1.05], [2.72, 1.60, -2.15], [-2.64, -2.59, -2.23], [-1.89, 2.49, 0.61], [-0.66, -0.42, 0.12], [1.18, -0.25, 0.20], [0.71, -1.53, 1.87], [-0.41, 0.39, -2.09], [0.13, -0.51, -1.31], [-0.28, -0.15, -0.61]]}



Record 3
{"formula": "C3H9NO", "method": "wB97M-V/def2-TZVPD", "lumo_energy_ev": 1.0, "largest_force_ha_per_bohr": 0.02945, "charge": 0, "de_lowest_ev": 2.132, "species": ["C", "C", "H", "H", "H", "H", "N", "C", "O", "H", "H", "H", "H", "H"], "xyz": [[3.0612, -2.1408, 5.1656], [3.0474, -1.9878, 3.8552], [3.6762, -2.8789, 5.6608], [2.7158, -1.4797, 5.9533], [3.3867, -2.8081, 3.2491], [2.7104, -1.1329, 3.2863], [-3.2627, 0.9738, -3.6313], [-1.9116, 1.3857, -3.5765], [-1.5895, 2.4092, -2.6112], [-3.5148, 0.4738, -2.8131], [-3.9573, 1.6653, -3.8253], [-1.3466, 0.5910, -3.1813], [-1.4455, 1.6389, -4.5281], [-1.5697, 3.2903, -3.0035]], "forces_ev_per_angstrom": [[0.80, 0.52, 1.09], [-0.15, -0.23, -0.14], [-0.32, -0.91, -0.45], [-0.33, 0.64, -0.62], [0.50, -0.11, -0.22], [-0.50, 0.09, 0.34], [0.20, -0.17, -0.78], [0.42, 1.06, 0.48], [-0.17, 0.44, -0.03], [-0.27, -0.36, 0.70], [-0.08, 0.51, -0.19], [0.57, -1.39, 0.21], [-0.52, 0.17, -0.29], [-0.14, -0.26, -0.09]]}



Record 4
{"formula": "C3H9NO", "method": "wB97M-V/def2-TZVPD", "lumo_energy_ev": [-4.3, -9.2], "spin_multiplicity": 2, "largest_force_ha_per_bohr": 0.06233, "charge": 1, "de_lowest_ev": 3.454, "species": ["C", "N", "H", "H", "H", "H", "H", "C", "C", "O", "H", "H", "H", "H"], "xyz": [[-3.8049, -1.0623, 2.0768], [-3.6306, -2.5450, 2.3374], [-4.6962, -0.8689, 1.4541], [-3.9455, -0.3874, 2.9099], [-2.8836, -0.6625, 1.7874], [-3.5596, -2.9979, 1.4185], [-3.0815, -2.9032, 3.2175], [2.4609, 0.9605, -0.4840], [2.4481, 1.6319, -1.6311], [3.2657, 1.4330, -2.8203], [2.0652, 1.3759, 0.4683], [2.9046, -0.0521, -0.3679], [1.6326, 2.3541, -1.8804], [4.2283, 1.3123, -2.5769]], "forces_ev_per_angstrom": [[-2.41, -1.29, 1.46], [1.63, 2.64, 0.79], [0.91, -0.47, -0.42], [-0.33, -0.76, 1.23], [1.86, 0.16, -1.63], [-0.19, -0.85, 0.64], [-1.46, 0.56, -2.08], [0.53, -0.89, 0.78], [0.22, 0.35, -2.18], [-0.24, -0.18, 2.38], [-0.40, -0.31, -1.18], [0.42, 1.12, -0.19], [1.25, -0.10, 0.44], [-1.78, 0.00, -0.03]]}